Formula: C5H9NO2
Source: the OMol25 dataset
Level of theory: wB97M-V/def2-TZVPD

Electronic energy = -401.09213 a.u.
Structure (SMILES) = C=C(C)NC(=O)CO
2S+1 = 1
ΔE to the lowest compared entry with this formula, charge and spin = 222.2 kJ/mol
Highest occupied orbital energy = -0.336 Ha
LUMO energy = 0.024 hartree
Net charge = 0

```
17
Properties=species:S:1:pos:R:3:mulliken_charge:R:1
C -1.037 0.850 1.024 -0.930
C -0.989 -0.210 0.138 0.652
C -2.052 -0.617 -0.784 -1.482
N 0.213 -0.943 0.148 -0.162
C 1.565 -0.781 0.128 0.620
O 2.270 -1.799 0.093 -0.634
C 2.116 0.586 0.085 -0.447
O 1.695 1.462 -0.915 -0.525
H -2.069 1.204 1.062 0.272
H -0.359 1.052 1.828 0.306
H -2.695 -1.351 -0.317 0.383
H -1.813 -0.782 -1.873 0.328
H -2.722 0.151 -0.721 0.476
H 0.040 -1.922 -0.268 0.227
H 3.255 0.605 0.047 0.304
H 1.853 1.085 1.068 0.208
H 0.729 1.409 -0.742 0.403
```

Formula: C5H9NO2
Source: the OMol25 dataset
Level of theory: wB97M-V/def2-TZVPD

Electronic energy = -400.97727 a.u.
2S+1 = 1
ΔE to the lowest compared entry with this formula, charge and spin = 523.8 kJ/mol
Highest occupied orbital energy = -0.315 Ha
LUMO energy = 0.008 hartree
Net charge = 0

```
17
Properties=species:S:1:pos:R:3:mulliken_charge:R:1
C 0.394 0.129 -1.019 0.279
C -1.128 0.205 0.377 0.057
C 1.033 0.819 0.009 -0.894
C -1.090 -0.537 1.695 -1.266
O 0.632 -1.160 -1.278 -0.459
O -2.115 -0.242 -0.473 -0.531
C 2.976 0.670 -0.708 0.029
N 3.494 0.600 -1.746 -0.499
H 0.185 -1.440 -2.087 0.364
H -2.141 -1.208 -0.476 0.355
H 0.009 0.714 -1.852 0.375
H -1.327 1.262 0.546 0.386
H 1.007 1.898 -0.057 0.370
H 1.335 0.452 0.980 0.354
H -0.339 -0.121 2.365 0.386
H -2.064 -0.446 2.185 0.363
H -0.861 -1.594 1.540 0.332
```